Computed, not measured: 3 unconnected molecules or ions with the total composition C51H37F11IN2O11, with ωB97M-V/def2-TZVPD.

The geometry in XYZ format:
```
113
Properties=species:S:1:pos:R:3:mulliken_charge:R:1
C -2.81204 4.36243 6.77160 -1.00
C -2.64071 5.03806 5.62294 -1.37
C -1.27188 5.45580 5.19124 0.72
C -0.72579 6.55235 5.77115 1.67
C -1.48958 7.28660 6.85464 -1.61
C -2.69793 8.04412 6.30875 0.32
O -3.14846 7.90117 5.21318 -0.42
I -3.55620 9.47842 7.68387 0.09
C 0.52840 6.99258 5.37226 0.82
O 1.08369 8.08112 5.88487 -0.69
C 0.30449 9.31386 5.72332 -0.87
C 0.84625 10.28492 4.68004 0.69
C -0.27123 11.34259 4.50545 -1.53
O 2.00992 10.96331 5.08709 -0.55
C 1.19502 6.23585 4.41881 -0.52
N 2.51882 6.52389 3.95108 0.63
C 3.50978 6.07959 4.88262 0.54
O 3.24521 5.69036 5.99191 -0.43
F 4.73719 6.08171 4.43025 -0.23
C 2.72338 7.87547 3.51124 0.49
O 2.34668 8.24687 2.43762 -0.44
F 3.38360 8.64571 4.34060 -0.21
C 0.61400 5.14975 3.87090 0.41
C 1.36515 4.36065 2.82603 -0.77
C 0.94578 4.93706 1.47090 -0.80
O 1.42093 4.11008 0.42101 -0.30
C 0.93228 4.51157 -0.79932 0.12
O -0.23362 4.48784 -1.07918 -0.44
N -0.61516 4.77837 4.24521 0.11
C -1.21718 3.58124 3.63908 -1.98
C -0.66151 2.35677 4.41181 -0.36
C -0.91045 1.06195 3.66454 0.89
F -2.24904 0.89819 3.60368 -0.38
F -0.46904 1.18225 2.39705 -0.30
C -0.31943 -0.19392 4.37756 0.54
F -1.17573 -1.19333 4.42775 -0.28
F -0.12273 0.17514 5.66944 -0.33
C 1.06328 -0.62080 3.84909 0.51
F 1.84133 0.47494 3.78163 -0.26
F 1.63911 -1.43423 4.71870 -0.32
C 1.05760 -1.32410 2.43394 0.90
F 1.67993 -2.47811 2.52881 -0.27
F -0.16083 -1.48584 1.94607 -0.28
F 1.74104 -0.58671 1.56883 -0.29
H -3.57625 4.71394 7.46131 0.38
H -2.21311 3.50723 7.07069 0.24
H -3.50649 5.30406 5.02627 0.55
H -0.82695 7.99307 7.35009 0.60
H -1.78744 6.56104 7.60729 0.74
H 0.37330 9.83504 6.68053 0.73
H -0.73678 9.13350 5.47109 -0.05
H 0.94945 9.82193 3.69789 0.22
H 0.07927 12.14422 3.86552 0.43
H -1.11098 10.82475 4.02541 0.38
H -0.65021 11.68221 5.47096 0.33
H 2.21417 10.79750 6.01044 0.39
H 1.14470 3.29684 2.87134 -0.11
H 2.43541 4.46537 2.95518 0.73
H -0.14721 4.97481 1.38809 0.51
H 1.29961 5.97085 1.38680 0.55
H 1.65906 4.84885 -1.55258 0.42
H -1.02567 3.52557 2.57322 0.46
H -2.29352 3.55895 3.78465 0.49
H -1.23087 2.31697 5.33997 0.26
H 0.38561 2.47258 4.68659 0.55
C 0.12910 -5.31054 1.15045 -0.63
C -0.48251 -4.09847 0.84560 -0.56
C -0.40275 -3.58252 -0.43632 -0.64
C 0.29937 -4.26937 -1.41825 0.24
C 0.93245 -5.47403 -1.10700 0.27
C 0.83532 -5.99665 0.17698 -0.68
C 1.72922 -6.20185 -2.13340 0.68
O 2.27479 -7.25188 -1.86462 -0.67
C 1.84556 -5.60789 -3.49245 0.25
C 2.62945 -6.24212 -4.44841 -0.43
C 2.73560 -5.70867 -5.72217 -0.64
C 2.05130 -4.54226 -6.05025 -0.31
C 1.27318 -3.90240 -5.10003 -0.73
C 1.17415 -4.42628 -3.81671 0.22
C 0.36146 -3.70979 -2.79712 0.44
O -0.23372 -2.68986 -3.07796 -0.68
H 0.05837 -5.71654 2.15141 0.43
H -1.02374 -3.56257 1.60909 0.61
H -0.88279 -2.64292 -0.67558 0.53
H 1.31560 -6.93627 0.41385 0.49
H 3.16019 -7.15127 -4.19915 0.45
H 3.34985 -6.20248 -6.46400 0.39
H 2.12922 -4.13192 -7.04847 0.45
H 0.74466 -2.99369 -5.35350 0.49
C -2.69323 -9.74390 -12.32624 -0.48
C -1.92183 -8.60682 -12.54470 -0.49
C -1.21542 -8.03511 -11.50017 -0.52
C -1.28564 -8.59093 -10.22881 0.20
C -2.07850 -9.71907 -10.00490 0.11
C -2.77213 -10.29835 -11.05993 -0.55
C -2.20528 -10.30235 -8.64075 0.62
O -2.89031 -11.28454 -8.44610 -0.66
C -1.47802 -9.64644 -7.51948 0.19
C -1.62619 -10.13949 -6.22865 -0.63
C -0.94499 -9.54618 -5.17887 -0.79
C -0.10477 -8.46245 -5.41576 0.19
C 0.04127 -7.96437 -6.69861 -0.62
C -0.64992 -8.54692 -7.75259 0.06
C -0.50710 -7.97651 -9.11951 0.50
O 0.22430 -7.02828 -9.32347 -0.67
H -3.23751 -10.19420 -13.14605 0.40
H -1.87126 -8.16844 -13.53282 0.40
H -0.61151 -7.15438 -11.67056 0.46
H -3.37569 -11.17915 -10.88866 0.47
H -2.27640 -10.98407 -6.04570 0.48
H -1.06518 -9.92843 -4.17349 0.42
H 0.43272 -8.00350 -4.59560 0.36
H 0.68988 -7.11865 -6.87934 0.52
```

- maximum force (eV Å⁻¹) = 2.94
- highest occupied orbital energy (eV) = -10.55
- calculated total energy (eV) = -116975.5068
- orbital gap (eV) = 6.340
- LUMO energy (eV) = -4.2098
- charge = +1